# 1
{"formula": "C8H12Cl2", "method": "ωB97M-V/def2-TZVPD", "elements": ["C", "C", "C", "C", "C", "Cl", "C", "C", "C", "Cl", "H", "H", "H", "H", "H", "H", "H", "H", "H", "H", "H", "H"], "coordinates": [[-2.70630, 1.32086, -0.32931], [-1.33637, 1.34102, 0.31366], [-0.50006, 0.24604, -0.24317], [0.46846, 0.36570, -1.25010], [1.26486, 0.31029, 0.05790], [1.57344, 1.79337, 0.82390], [2.20889, -0.86071, 0.47053], [1.45800, -1.96047, 1.14123], [3.52833, -0.86068, 0.24519], [4.32720, 0.51326, -0.39883], [-3.43706, 0.49459, -0.13522], [-2.74012, 1.43570, -1.44077], [-3.35859, 2.08729, 0.13778], [-1.28063, 1.27070, 1.36209], [-0.75020, 2.22668, -0.09888], [-0.13811, -0.65050, 0.41711], [0.78265, -0.19975, -2.17281], [0.51359, 1.35667, -1.67513], [1.52856, -2.80057, 0.46875], [0.39469, -1.76916, 1.34507], [1.94398, -2.31475, 2.12359], [4.23707, -1.65984, 0.63852]], "forces_ev_per_angstrom": [[-2.676, 0.289, 0.170], [1.372, 0.291, -3.056], [2.090, -4.459, 3.969], [3.498, 1.159, -3.001], [-0.636, 0.035, -1.871], [1.018, 1.449, 0.692], [-1.632, 1.452, -0.228], [1.175, -1.594, 1.593], [-0.006, -0.759, 1.206], [0.313, 0.026, -0.407], [1.412, -0.313, 0.036], [0.434, 0.157, 0.935], [0.661, 0.415, -0.574], [-0.368, 0.347, 1.321], [-1.230, -0.345, 1.100], [-2.989, 0.783, -1.336], [-0.794, -0.658, 1.382], [-0.061, 0.740, 0.158], [-0.356, -0.670, -0.076], [0.653, -0.096, 0.052], [-0.660, 0.665, -1.394], [-1.218, 1.087, -0.671]], "nbo_charge": [-0.618, -0.448, -0.173, -0.467, -0.103, 0.010, -0.043, -0.644, -0.223, 0.013, 0.215, 0.216, 0.215, 0.228, 0.214, 0.238, 0.231, 0.224, 0.233, 0.222, 0.233, 0.228], "smiles": "CC[C@H]1C[C@]1(Cl)/C(C)=C\\Cl", "multiplicity": 1, "energy_ev": -33530.9534, "homo_ev": -7.94, "lumo_energy_ha": 0.031, "relative_energy_kcal_mol": 78.2, "total_charge": 0, "orbital_gap_ev": 8.78}

# 2
{"formula": "C4H11NOP", "method": "ωB97M-V/def2-TZVPD", "elements": ["C", "C", "C", "C", "N", "O", "P", "H", "H", "H", "H", "H", "H", "H", "H", "H", "H", "H"], "coordinates": [[1.42287, 0.24786, -0.54019], [0.97682, -1.19122, -0.34477], [0.11065, 0.49059, -1.29316], [-1.61718, -1.29456, -0.70218], [-0.27056, -0.99746, -1.18757], [-1.85619, -2.06396, 0.14391], [-0.34953, 1.98505, 2.25640], [1.33335, 0.83586, 0.37404], [2.31287, 0.26031, -1.15342], [1.56810, -2.00057, -0.70765], [0.67277, -1.33344, 0.64569], [-0.47782, 1.02400, -0.57832], [0.35854, 0.84559, -2.30320], [-2.44984, -0.59224, -1.06599], [-0.23913, -1.48442, -2.07185], [0.20544, 0.77762, 2.38021], [0.03226, 2.46492, 3.52848], [-1.73342, 2.02607, 2.61956]], "forces_ev_per_angstrom": [[-0.476, -0.726, -0.155], [-0.221, 0.082, 0.114], [1.543, -0.217, -0.494], [-2.478, 1.965, 0.583], [0.345, 0.582, -0.791], [0.608, -1.111, 0.566], [-0.643, 3.271, -0.320], [1.225, -0.078, -0.198], [0.249, 0.777, 0.276], [0.442, -0.443, -0.174], [-0.501, -0.808, 1.451], [-1.124, 0.786, -0.557], [-1.326, 0.046, 0.297], [1.340, -0.686, -0.340], [0.451, -0.099, -0.648], [-0.099, -2.257, 0.709], [0.250, -0.039, -0.221], [0.415, -1.045, -0.097]], "nbo_charge": [-0.429, -0.186, -0.208, 0.534, -0.439, -0.395, -0.048, 0.250, 0.245, 0.244, 0.237, 0.245, 0.262, 0.177, 0.450, -0.029, 0.050, 0.042], "multiplicity": 1, "energy_ev": -17142.8062, "homo_ev": -12.98, "lumo_energy_ha": -0.147, "relative_energy_kcal_mol": 60.7, "total_charge": 1, "orbital_gap_ev": 8.98}

# 3
{"formula": "C2H3F2NS", "method": "ωB97M-V/def2-TZVPD", "elements": ["C", "C", "N", "F", "F", "S", "H", "H", "H"], "coordinates": [[-0.93841, 0.46329, -0.74424], [1.88308, -0.15030, 0.10485], [-1.57518, -0.22599, 0.14304], [1.23269, -0.91797, 0.96424], [2.16746, -0.88089, -0.95081], [2.30264, 1.36310, 0.35202], [-1.42793, 1.43820, -0.92199], [-2.42798, 0.04389, 0.64199], [-1.21636, -1.13332, 0.41091]], "forces_ev_per_angstrom": [[0.667, 0.196, -0.546], [0.001, -0.088, -0.208], [-0.676, -0.076, 0.519], [0.147, 0.039, -0.251], [-0.152, 0.182, 0.414], [0.047, -0.083, 0.023], [-0.227, -0.223, 0.236], [0.215, 0.031, -0.176], [-0.023, 0.023, -0.012]], "nbo_charge": [-0.115, 0.609, -0.724, -0.315, -0.291, -0.018, 0.110, 0.363, 0.382], "multiplicity": 1, "energy_ev": -19880.0766, "homo_ev": -8.44, "lumo_energy_ha": 0.013, "relative_energy_kcal_mol": 64.4, "total_charge": 0, "orbital_gap_ev": 8.79}

# 4
{"formula": "C3H6F3O2", "method": "ωB97M-V/def2-TZVPD", "elements": ["C", "F", "F", "F", "C", "O", "C", "H", "H", "H", "H", "H", "O", "H"], "coordinates": [[-0.37332, 0.68904, 2.03346], [0.90574, 0.88274, 1.73469], [-0.56205, -0.61576, 2.28551], [-1.12648, 1.00175, 0.96831], [0.49876, -1.32636, -0.98480], [1.05332, -0.14215, -1.52219], [0.33976, 0.45283, -2.49933], [-0.52906, -1.16515, -0.62757], [0.47704, -2.11559, -1.75160], [1.12393, -1.62354, -0.13631], [0.82344, 1.33031, -2.92707], [-0.37504, -0.16052, -3.05689], [-0.66837, 1.45589, 3.10487], [-1.58766, 1.33650, 3.37893]], "forces_ev_per_angstrom": [[0.050, 0.385, 0.354], [-0.208, -0.083, -0.071], [-0.035, -0.125, -0.102], [0.059, -0.108, -0.026], [-0.251, -0.254, 0.041], [0.102, 0.205, 0.145], [-0.063, -0.081, -0.284], [0.228, 0.074, -0.089], [0.083, 0.095, 0.211], [-0.107, 0.024, -0.295], [-0.214, -0.334, 0.126], [0.218, 0.271, 0.147], [0.059, 0.029, 0.016], [0.079, -0.097, -0.175]], "nbo_charge": [1.155, -0.304, -0.330, -0.325, -0.257, -0.495, -0.104, 0.179, 0.174, 0.199, 0.164, 0.140, -0.696, 0.499], "s2": 0.753, "multiplicity": 2, "energy_ev": -15453.9066, "homo_ev": [-7.14, -11.29], "lumo_energy_ha": [0.022, 0.021], "relative_energy_kcal_mol": 0.0, "total_charge": 0, "orbital_gap_ev": [7.74, 11.86]}